The following is a quantum chemistry calculation of 12 unconnected molecules or ions with the total composition C38H109N9O12, from the OMol25 dataset.

Last column: Mulliken charge in e.
Element x y z (Å)
O: -2.47 -16.14 -14.33  -0.8250
H: -3.16 -16.62 -13.86  0.4435
H: -2.72 -16.19 -15.25  0.3841
O: -7.18 -16.99 -15.23  -0.6570
H: -6.74 -17.82 -15.40  0.0851
H: -7.06 -16.49 -16.05  0.2795
C: -4.35 -15.10 -7.75  -1.2730
C: -4.68 -16.40 -7.28  0.6175
O: -6.08 -16.47 -7.07  -0.5010
H: -4.93 -14.77 -8.62  0.2064
H: -3.29 -14.93 -7.93  0.3718
H: -4.69 -14.34 -7.04  0.3541
H: -4.01 -16.67 -6.47  0.3652
H: -4.48 -17.05 -8.13  -0.3885
H: -6.34 -17.39 -6.95  0.3039
C: -7.07 -24.67 -8.91  -1.6395
C: -6.86 -24.18 -10.32  1.1730
C: -5.45 -23.44 -10.41  -0.1929
O: -5.59 -22.39 -9.48  -0.3976
C: -4.41 -21.63 -9.52  -0.8450
N: -7.11 -25.19 -11.29  -0.7077
H: -7.26 -23.89 -8.18  0.1810
H: -6.17 -25.26 -8.69  0.3964
H: -7.91 -25.36 -8.94  0.4917
H: -7.66 -23.46 -10.51  -0.2389
H: -5.26 -23.16 -11.45  -0.3145
H: -4.68 -24.14 -10.09  0.6172
H: -4.20 -21.09 -10.45  0.1471
H: -3.53 -22.23 -9.31  0.4699
H: -4.49 -20.88 -8.74  0.3885
H: -6.98 -24.75 -12.19  0.1864
H: -8.09 -25.43 -11.31  0.3260
C: -6.36 -27.21 -15.13  -1.3558
C: -6.97 -25.85 -15.41  0.3761
C: -8.56 -25.93 -15.37  -0.2166
O: -9.04 -26.48 -16.58  -0.3580
C: -10.45 -26.34 -16.72  -0.6853
N: -6.64 -24.82 -14.37  0.2208
H: -6.93 -27.71 -14.35  0.2913
H: -5.31 -27.12 -14.86  0.3576
H: -6.38 -27.74 -16.09  0.3881
H: -6.74 -25.43 -16.39  0.3385
H: -8.92 -24.90 -15.31  0.0848
H: -8.78 -26.47 -14.45  0.2746
H: -10.63 -26.86 -17.67  0.2725
H: -10.72 -25.29 -16.84  0.2247
H: -10.95 -26.83 -15.89  0.2959
H: -5.68 -24.51 -14.41  -0.0675
H: -7.09 -23.96 -14.63  -0.1133
C: -3.89 -17.54 -11.29  -2.0650
C: -4.60 -18.38 -12.36  1.5860
C: -5.92 -19.10 -11.88  -1.7830
O: -6.18 -20.26 -12.66  1.1529
C: -7.35 -20.90 -12.13  -1.1377
N: -4.83 -17.64 -13.59  0.1667
H: -3.83 -17.99 -10.30  0.2718
H: -4.45 -16.62 -11.08  0.4748
H: -2.89 -17.21 -11.57  0.4809
H: -3.88 -19.17 -12.57  -0.9926
H: -6.78 -18.44 -11.89  0.3427
H: -5.88 -19.43 -10.84  0.6199
H: -8.16 -20.18 -12.28  0.4192
H: -7.15 -21.06 -11.07  0.3651
H: -7.64 -21.80 -12.66  -0.1889
H: -5.24 -18.34 -14.20  -0.1772
H: -5.56 -16.96 -13.45  0.3388
C: -6.48 -19.34 -17.85  -1.4188
C: -6.98 -20.08 -16.52  0.3435
C: -7.10 -21.65 -16.69  -1.2221
O: -7.53 -22.40 -15.55  0.2418
C: -8.85 -22.11 -15.19  -1.1217
N: -6.00 -19.74 -15.50  1.1075
H: -7.27 -19.39 -18.59  0.4717
H: -5.60 -19.83 -18.27  0.3018
H: -6.19 -18.31 -17.61  0.2065
H: -7.97 -19.75 -16.21  0.4127
H: -6.13 -22.07 -16.96  0.1850
H: -7.76 -21.83 -17.53  0.4764
H: -9.02 -21.08 -14.86  0.2406
H: -9.12 -22.86 -14.45  0.3977
H: -9.55 -22.23 -16.02  0.3185
H: -5.14 -20.23 -15.70  -0.2158
H: -6.27 -20.17 -14.62  -0.5981
C: -13.39 -19.69 -8.66  -1.5854
C: -11.97 -19.33 -9.00  0.8532
C: -11.02 -20.53 -9.33  -0.1127
O: -10.47 -21.23 -8.17  -0.4358
C: -9.32 -22.08 -8.34  -0.6750
N: -12.03 -18.43 -10.15  -0.7985
H: -13.97 -20.03 -9.52  0.3744
H: -13.91 -18.92 -8.09  0.4128
H: -13.37 -20.53 -7.96  0.3960
H: -11.51 -18.82 -8.15  0.1612
H: -10.23 -20.30 -10.06  -0.2671
H: -11.61 -21.22 -9.93  0.3060
H: -8.51 -21.47 -8.74  0.2804
H: -9.42 -22.81 -9.14  0.3591
H: -8.94 -22.60 -7.46  0.3076
H: -12.69 -17.70 -9.94  0.3243
H: -11.14 -18.00 -10.33  0.1437
C: -1.81 -23.58 -16.88  -1.6229
C: -1.34 -23.30 -15.48  0.7057
C: -2.17 -24.01 -14.43  -0.4519
O: -3.59 -23.73 -14.59  -0.3409
C: -3.96 -22.43 -14.15  0.4110
N: 0.05 -23.75 -15.51  -0.6869
H: -1.11 -23.23 -17.64  0.4561
H: -2.79 -23.18 -17.11  0.1964
H: -1.81 -24.66 -16.99  0.3697
H: -1.37 -22.22 -15.30  0.0437
H: -1.71 -23.72 -13.48  0.0507
H: -2.06 -25.09 -14.51  0.3111
H: -5.04 -22.39 -14.04  -0.6994
H: -3.66 -21.58 -14.77  0.3298
H: -3.74 -22.31 -13.09  0.0657
H: 0.32 -23.72 -14.54  0.2743
H: -0.07 -24.74 -15.68  0.3627
C: 0.21 -15.34 -18.19  -1.3620
C: -0.03 -16.08 -16.84  0.2903
C: -1.18 -17.15 -16.97  -0.3682
O: -2.39 -16.43 -17.01  -0.5664
C: -3.57 -17.28 -17.09  -0.6480
N: 1.20 -16.64 -16.37  -0.7180
H: -0.76 -14.91 -18.41  0.3361
H: 0.66 -16.01 -18.93  0.3496
H: 0.97 -14.58 -18.01  0.3705
H: -0.36 -15.32 -16.14  0.3023
H: -1.12 -17.89 -16.18  -0.0908
H: -0.98 -17.71 -17.88  0.5309
H: -3.61 -17.91 -16.20  0.1384
H: -3.51 -17.90 -17.98  0.4542
H: -4.46 -16.68 -17.23  0.2803
H: 0.93 -17.24 -15.60  0.2840
H: 1.47 -17.24 -17.13  0.3039
C: -7.54 -15.60 -10.16  -1.1988
C: -8.69 -16.26 -9.48  0.5240
C: -9.97 -15.29 -9.41  -0.7925
O: -9.72 -14.18 -8.57  -0.3040
C: -10.88 -13.50 -8.32  -0.8269
N: -9.07 -17.46 -10.21  -0.1927
H: -6.65 -16.22 -10.29  0.0464
H: -7.29 -14.63 -9.72  0.3767
H: -7.84 -15.33 -11.17  0.4418
H: -8.39 -16.53 -8.47  0.1321
H: -10.75 -15.87 -8.90  0.4054
H: -10.23 -15.04 -10.44  0.3374
H: -10.60 -12.59 -7.79  0.2881
H: -11.65 -13.96 -7.69  0.3053
H: -11.33 -13.06 -9.20  0.3354
H: -9.33 -17.31 -11.17  0.3941
H: -8.29 -18.10 -10.31  -0.1949
C: 0.18 -20.58 -13.39  -0.9697
C: -0.67 -20.34 -12.16  2.0139
C: -0.53 -21.45 -11.12  -0.8132
O: -1.42 -21.13 -10.03  -0.0293
C: -0.93 -21.47 -8.76  -1.0622
N: -0.34 -19.02 -11.67  -0.6582
H: 1.24 -20.34 -13.24  0.4684
H: -0.09 -19.96 -14.24  -0.0553
H: 0.13 -21.62 -13.70  0.0105
H: -1.70 -20.31 -12.52  -0.8931
H: 0.51 -21.53 -10.81  0.4597
H: -0.88 -22.33 -11.66  0.0044
H: -1.61 -21.28 -7.93  0.2539
H: 0.02 -20.99 -8.56  0.4081
H: -0.79 -22.55 -8.64  0.3889
H: -0.86 -18.83 -10.83  0.2365
H: 0.59 -19.04 -11.27  0.3159

Results
2S+1: 1
Energy above the lowest of the compared OMol25 structures with the same formula, charge and spin: 0.000 eV
Kohn-Sham gap: 9.16 eV
Total energy: -2908.62460 Ha
HOMO energy: -8.85 eV
Structure (SMILES): COC[C@H](C)N.COC[C@H](C)N.COC[C@H](C)N.COC[C@H](C)N.COC[C@H](C)N.COC[C@H](C)N.COC[C@H](C)N.COC[C@H](C)N.COC[C@H](C)N.CCO.O.O